[1]
Density functional theory data (the ωB97M-V functional and the def2-TZVPD basis) for 9 unconnected molecules or ions with the total composition C50H97BrCl2N10O16P3.

Calculated values
HOMO: -9.9 eV
Charge: +1
Spin multiplicity: 1
E_LUMO: -2.512 eV
Largest force on an atom: 2.9 eV/A

Last column: Löwdin charge in e.
Cartesian coordinates (Å):
C (7.87902, -2.55395, 2.55556)  0.039
C (7.21890, -3.22785, 1.60419)  -0.076
C (7.30929, -4.70380, 1.42979)  -0.514
O (8.33456, -5.15827, 1.05593)  0.182
O (6.24674, -5.52347, 1.68871)  -0.017
C (5.24620, -5.49150, 0.64930)  -0.188
C (4.67624, -6.87903, 0.48435)  -0.170
C (3.29610, -6.90971, -0.19999)  -0.165
C (2.29184, -6.08341, 0.63004)  -0.201
C (0.92873, -6.76779, 0.81245)  -0.141
C (-0.33582, -6.05142, 0.34389)  -0.156
N (-0.50025, -4.61170, 0.76688)  -0.057
C (-1.32063, -4.43004, 2.05087)  -0.478
N (-0.59305, -5.26601, 3.02722)  -0.082
C (-1.15814, -6.53554, 3.52560)  -0.129
C (-0.00733, -4.57994, 4.17478)  -0.479
C (-0.75345, -4.26597, 5.44824)  -0.003
O (1.13124, -4.24446, 4.08252)  0.149
P (-3.14632, -5.10004, 2.03681)  0.690
O (-4.03791, -4.31865, 0.93959)  -0.454
Br (-3.98124, -4.20969, 3.92734)  0.438
C (-1.20036, -2.98077, 2.45787)  -0.170
C (-1.73432, -2.04898, 1.35034)  -0.293
C (-1.83591, -0.66072, 2.03953)  -0.037
C (-0.79790, -2.09408, 0.09572)  -0.341
C (-1.61383, -1.38058, -1.03712)  -0.143
C (-1.70761, 0.13549, -1.13192)  -0.167
C (-0.76674, 0.91958, -1.79651)  -0.058
C (-0.88917, 2.29751, -1.93696)  -0.099
C (-1.99294, 2.96822, -1.42144)  -0.063
C (-2.96654, 2.19805, -0.79428)  -0.040
C (-2.84255, 0.81608, -0.64155)  -0.195
C (-4.01207, 0.12715, 0.03468)  -0.054
P (0.85390, -1.40697, 0.49067)  0.517
O (0.88917, -0.64771, 1.73517)  -0.215
O (1.52394, -0.49639, -0.63696)  -0.104
O (1.91448, -2.62766, 0.71855)  -0.144
C (-0.71492, -3.63154, -0.34262)  -0.716
Cl (-2.20836, -4.17244, -1.19772)  0.773
P (0.69568, -3.95281, -1.70054)  0.628
O (0.82079, -2.50716, -2.43263)  -0.347
Cl (-0.07753, -5.10201, -3.22606)  0.302
H (8.41554, -1.64164, 2.33114)  0.065
H (7.89274, -2.87992, 3.58947)  0.071
H (6.62604, -2.64282, 0.90765)  0.106
H (4.50819, -4.73421, 0.92586)  0.115
H (5.72298, -5.15092, -0.27412)  0.137
H (5.40726, -7.49755, -0.03135)  0.124
H (4.53508, -7.27854, 1.49023)  0.117
H (3.42137, -6.50491, -1.20429)  0.114
H (3.00179, -7.95434, -0.19319)  0.080
H (2.73892, -5.97388, 1.61800)  0.115
H (2.27128, -5.07826, 0.22162)  0.032
H (0.94515, -7.70371, 0.25308)  0.102
H (0.84551, -7.08109, 1.84766)  0.100
H (-1.16509, -6.63411, 0.73701)  0.102
H (-0.43972, -6.19110, -0.72811)  0.068
H (0.43941, -4.37632, 1.13899)  0.144
H (-0.34029, -7.03445, 4.05252)  0.107
H (-1.46422, -7.24965, 2.77103)  0.073
H (-1.93019, -6.44328, 4.28894)  0.056
H (-1.63909, -4.86030, 5.62973)  0.039
H (-0.05430, -4.46519, 6.25583)  0.099
H (-0.93822, -3.19565, 5.45941)  0.096
H (-4.45194, -3.47909, 1.21101)  0.008
H (-1.77513, -2.73782, 3.34237)  0.069
H (-0.17934, -2.62677, 2.61994)  0.115
H (-2.73697, -2.33282, 1.06270)  0.092
H (-1.30580, -0.67709, 2.98788)  0.083
H (-1.40907, 0.16218, 1.48508)  0.080
H (-2.87366, -0.47980, 2.30253)  0.086
H (-2.64510, -1.67534, -0.90738)  0.079
H (-1.36036, -1.73302, -2.03138)  0.097
H (0.09219, 0.45767, -2.26051)  0.095
H (-0.12490, 2.86090, -2.45550)  0.107
H (-2.12486, 4.03507, -1.49432)  0.113
H (-3.84096, 2.70857, -0.41784)  0.111
H (-3.81025, -0.86721, 0.38927)  0.021
H (-4.38237, 0.69878, 0.88006)  0.086
H (-4.79164, 0.01046, -0.71256)  0.082
H (2.24217, -0.93344, -1.10751)  0.085
H (2.41412, -2.84921, -0.08040)  0.044
H (0.88406, -2.59968, -3.39393)  0.072
C (2.14710, 5.72620, 2.12056)  -0.021
C (1.49151, 5.06515, 0.93533)  -0.532
O (0.98823, 5.70801, 0.01853)  0.002
N (1.46908, 3.71043, 0.90341)  0.015
C (1.99729, 2.76817, 1.87556)  -0.067
H (2.08690, 6.80161, 2.00474)  0.077
H (1.64286, 5.45124, 3.04129)  0.068
H (3.19778, 5.43981, 2.18035)  0.092
H (1.01686, 3.33570, 0.08303)  0.118
H (2.73770, 2.13324, 1.38611)  0.080
H (1.17984, 2.13957, 2.23007)  0.073
H (2.45970, 3.27356, 2.71637)  0.077
C (-3.02046, 2.32186, -5.17633)  0.001
C (-4.37997, 2.72280, -4.65432)  -0.544
O (-4.58770, 2.90246, -3.46437)  0.029
N (-5.37825, 2.87965, -5.56174)  0.006
C (-5.32113, 2.71208, -7.00269)  -0.074
H (-2.33902, 2.23736, -4.33493)  0.059
H (-3.07322, 1.35734, -5.68333)  0.085
H (-2.63566, 3.07415, -5.86589)  0.088
H (-6.25723, 3.14743, -5.14812)  0.138
H (-5.59496, 3.64739, -7.49272)  0.085
H (-6.02880, 1.94121, -7.31167)  0.083
H (-4.32604, 2.42535, -7.32364)  0.071
C (-7.73713, -1.41864, -1.03904)  -0.004
C (-6.98031, -2.15112, 0.02946)  -0.506
O (-5.74823, -2.12864, 0.09152)  -0.012
N (-7.70198, -2.84765, 0.93438)  0.025
C (-9.14644, -2.97642, 1.01628)  -0.060
H (-7.03082, -0.90883, -1.68982)  0.083
H (-8.31435, -2.12449, -1.63991)  0.091
H (-8.40605, -0.67610, -0.58556)  0.051
H (-7.14378, -3.32313, 1.62511)  0.132
H (-9.49279, -2.59767, 1.97802)  0.087
H (-9.42422, -4.02846, 0.93586)  0.085
H (-9.63139, -2.41848, 0.22454)  0.078
C (3.07904, 9.16396, 5.16521)  -0.006
C (1.93317, 8.19305, 5.01113)  -0.535
O (2.10214, 7.05335, 4.60279)  0.013
N (0.69173, 8.63022, 5.34302)  0.009
C (0.30015, 9.93706, 5.83938)  -0.074
H (3.99580, 8.66856, 4.86188)  0.083
H (2.92896, 10.03977, 4.53306)  0.086
H (3.17906, 9.47868, 6.20432)  0.086
H (-0.02575, 7.93427, 5.21666)  0.140
H (-0.17181, 9.83228, 6.81740)  0.084
H (-0.41965, 10.38926, 5.15556)  0.084
H (1.15805, 10.59335, 5.93139)  0.072
C (4.00623, 9.11463, -3.47507)  -0.011
C (3.09174, 8.23044, -4.29240)  -0.558
O (3.29661, 8.00624, -5.47800)  0.014
N (2.02472, 7.68778, -3.65998)  0.009
C (1.61895, 7.83495, -2.26783)  -0.066
H (4.80716, 9.47353, -4.11431)  0.066
H (3.46133, 9.97438, -3.08489)  0.085
H (4.44235, 8.55520, -2.64668)  0.085
H (1.45730, 7.11135, -4.26029)  0.136
H (1.58739, 6.85932, -1.79072)  0.051
H (0.61849, 8.26933, -2.23066)  0.086
H (2.30310, 8.47530, -1.72210)  0.074
C (-7.13126, 2.34576, 0.70154)  0.003
C (-8.43389, 1.74727, 1.17351)  -0.522
O (-8.83000, 0.65894, 0.76980)  0.008
N (-9.16504, 2.45439, 2.06427)  0.014
C (-8.86459, 3.74903, 2.65030)  -0.067
H (-6.66865, 1.66404, -0.00560)  0.069
H (-7.30518, 3.29918, 0.20204)  0.093
H (-6.45075, 2.49376, 1.54127)  0.087
H (-10.02204, 1.99732, 2.33431)  0.142
H (-8.81050, 3.65596, 3.73565)  0.085
H (-9.65782, 4.45535, 2.40336)  0.086
H (-7.92122, 4.13570, 2.28186)  0.073
C (8.99028, 9.58962, -7.78317)  -0.014
C (9.03022, 9.59384, -6.27266)  -0.559
O (9.86232, 10.23175, -5.64941)  0.028
N (8.09478, 8.85335, -5.62080)  0.005
C (7.03303, 8.03555, -6.18419)  -0.066
H (9.79232, 10.22141, -8.15122)  0.081
H (9.13452, 8.57984, -8.16902)  0.082
H (8.03969, 9.98391, -8.14389)  0.083
H (8.17789, 8.90066, -4.61800)  0.135
H (6.06625, 8.39340, -5.82878)  0.060
H (7.16029, 7.00301, -5.85338)  0.084
H (7.04343, 8.06314, -7.26777)  0.074
C (3.36084, -10.54159, 1.73718)  -0.003
C (2.63822, -10.76527, 0.43000)  -0.542
O (1.81171, -9.96555, 0.00168)  0.003
N (2.93219, -11.88545, -0.26500)  0.015
C (3.87345, -12.93857, 0.07743)  -0.063
H (3.01701, -9.60649, 2.17006)  0.075
H (3.14702, -11.34902, 2.43757)  0.088
H (4.43742, -10.47641, 1.57601)  0.089
H (2.41493, -11.97153, -1.12611)  0.143
H (4.62851, -13.02236, -0.70461)  0.087
H (3.34604, -13.88991, 0.15210)  0.087
H (4.36509, -12.73295, 1.02142)  0.074

Forces on atoms 1 to 3 (eV/Å):
-0.2 -0.2 0.1
-0.2 0.6 0.5
-1.1 0.1 0.9


[2]
Density functional theory data (the ωB97M-V functional and the def2-TZVPD basis) for 14 unconnected molecules or ions with the total composition C50H98N14O6.

Calculated values
HOMO: -9.0 eV
Spin multiplicity: 1
E_LUMO: 0.382 eV
Largest force on an atom: 3.6 eV/A

Last column: Löwdin charge in e.
Cartesian coordinates (Å):
C (-1.76254, 3.39196, 4.79160)  -0.111
C (-0.26625, 3.36577, 4.71836)  -0.259
C (0.32729, 2.02577, 4.33082)  -0.185
C (0.10450, 1.04548, 5.38959)  -0.222
N (-0.09708, 0.15566, 6.12547)  0.139
H (-2.20027, 2.94375, 3.91381)  0.041
H (-2.18518, 4.39319, 4.79748)  0.072
H (-2.12735, 2.95476, 5.72578)  0.084
H (0.20077, 3.85309, 5.54896)  0.110
H (-0.05445, 4.05196, 3.89217)  0.083
H (1.39684, 2.08640, 4.13454)  0.109
H (-0.07972, 1.60549, 3.37775)  0.093
C (-2.11289, -5.40708, 0.26947)  -0.076
C (-1.60897, -4.26992, -0.63131)  -0.243
C (-0.07892, -4.19086, -0.73717)  -0.173
C (0.44075, -3.76900, 0.55806)  -0.208
N (0.84123, -3.39304, 1.57536)  0.180
H (-1.56647, -5.42462, 1.19025)  0.065
H (-2.01699, -6.35176, -0.25406)  0.075
H (-3.12806, -5.22490, 0.52783)  0.049
H (-1.94243, -3.30113, -0.25991)  0.085
H (-2.00466, -4.35332, -1.63627)  0.079
H (0.26583, -3.47399, -1.50305)  0.096
H (0.34933, -5.14248, -0.99388)  0.111
C (3.15169, -2.05894, -4.57418)  -0.077
C (1.92704, -2.61807, -3.77314)  -0.263
C (1.77318, -4.12442, -3.89904)  -0.183
C (2.79045, -4.70493, -2.96180)  -0.215
N (3.51192, -4.98596, -2.11508)  0.163
H (3.50087, -1.10310, -4.18729)  0.064
H (2.86701, -2.00096, -5.65700)  0.088
H (4.05373, -2.68389, -4.53036)  0.062
H (0.96809, -2.19082, -4.12751)  0.096
H (2.05464, -2.39100, -2.70435)  0.094
H (2.10533, -4.45876, -4.88223)  0.111
H (0.75295, -4.56109, -3.67450)  0.125
C (-5.15327, 2.08332, 1.23595)  -0.100
C (-4.22105, 3.26034, 1.45450)  -0.265
C (-4.82320, 4.33659, 2.40861)  -0.132
C (-5.23196, 3.59661, 3.68670)  -0.224
N (-5.44408, 3.04324, 4.67546)  0.153
H (-5.37502, 1.63976, 2.20774)  0.053
H (-4.79650, 1.29257, 0.55781)  0.051
H (-6.08455, 2.46513, 0.79447)  0.084
H (-3.96682, 3.72011, 0.50568)  0.092
H (-3.28861, 2.88475, 1.87783)  0.063
H (-5.74502, 4.76434, 2.04840)  0.106
H (-4.01668, 4.99931, 2.69455)  0.097
C (-0.58848, 6.64122, 1.30991)  -0.117
C (0.80853, 6.05207, 1.47925)  -0.247
C (1.01985, 4.70015, 0.73400)  -0.145
C (-0.03338, 3.69989, 1.02997)  -0.204
N (-0.79887, 2.86942, 1.13937)  0.206
H (-0.85125, 6.82428, 0.25228)  0.071
H (-0.78998, 7.54602, 1.91116)  0.079
H (-1.27951, 5.81780, 1.62900)  0.065
H (0.87111, 5.90133, 2.56445)  0.096
H (1.55124, 6.82643, 1.25515)  0.108
H (1.98726, 4.24367, 0.94510)  0.086
H (0.83937, 4.87444, -0.31944)  0.075
C (7.16769, -2.26954, -2.43520)  -0.111
C (7.18880, -3.01811, -1.10951)  -0.252
C (5.81895, -3.13259, -0.47831)  -0.180
C (5.24062, -1.80196, -0.38011)  -0.175
N (4.89776, -0.67609, -0.30755)  0.166
H (8.17497, -2.11009, -2.81265)  0.069
H (6.77271, -1.26896, -2.40583)  0.052
H (6.58314, -2.82096, -3.21316)  0.084
H (7.90756, -2.56482, -0.44754)  0.105
H (7.57980, -4.04548, -1.26396)  0.123
H (5.81089, -3.53226, 0.53292)  0.110
H (5.27421, -3.80564, -1.11684)  0.067
C (-2.71242, 1.53050, -2.01151)  -0.083
C (-3.37200, 2.69283, -2.76818)  -0.245
C (-2.46772, 3.45925, -3.70980)  -0.170
C (-1.52494, 4.23763, -2.89292)  -0.203
N (-0.81316, 4.93760, -2.27375)  0.163
H (-3.53640, 0.88466, -1.71673)  0.053
H (-2.17733, 1.74613, -1.05048)  0.080
H (-2.11249, 0.92492, -2.66267)  0.030
H (-3.80780, 3.40709, -2.06049)  0.105
H (-4.20329, 2.26342, -3.32028)  0.107
H (-2.93491, 4.25817, -4.23001)  0.107
H (-1.87545, 2.75812, -4.36798)  0.136
C (-4.14908, -0.42151, 5.60054)  -0.087
C (-3.57727, -0.23863, 4.19308)  -0.265
C (-4.30270, -0.97441, 3.08334)  -0.214
C (-4.17622, -2.42583, 3.16908)  -0.231
N (-4.17877, -3.58798, 3.05777)  0.143
H (-5.06767, 0.11234, 5.73692)  0.054
H (-3.42704, -0.10863, 6.33885)  0.064
H (-4.44603, -1.49149, 5.72728)  0.086
H (-2.57350, -0.66539, 4.15599)  0.092
H (-3.51671, 0.84013, 3.94526)  0.089
H (-4.07078, -0.74072, 2.04371)  0.072
H (-5.38907, -0.80865, 3.19722)  0.132
C (3.99853, 2.17961, 1.21443)  -0.378
O (3.15065, 2.44994, 2.01371)  -0.004
N (5.03656, 2.93795, 0.84775)  -0.167
C (6.13505, 2.42492, 0.02257)  -0.046
C (5.19319, 4.26782, 1.45111)  -0.040
H (3.94939, 1.21298, 0.69778)  0.089
H (5.99131, 2.77813, -0.98687)  0.078
H (6.22141, 1.32575, -0.02544)  0.061
H (7.04478, 2.83826, 0.44822)  0.083
H (5.44451, 4.97080, 0.63260)  0.095
H (4.31476, 4.58796, 1.99023)  0.071
H (6.04004, 4.34840, 2.12839)  0.084
C (-4.69813, -1.80551, -1.04220)  -0.302
O (-4.55759, -0.93545, -0.16954)  -0.052
N (-5.69816, -2.69938, -0.95498)  -0.196
C (-6.66321, -2.61665, 0.11053)  -0.035
C (-5.81143, -3.67679, -2.03185)  -0.034
H (-3.99383, -2.02851, -1.85522)  0.118
H (-7.54459, -3.21527, -0.16433)  0.092
H (-6.85813, -1.55463, 0.28895)  0.089
H (-6.20498, -3.06725, 1.05308)  0.101
H (-5.96707, -4.67538, -1.68008)  0.082
H (-6.65894, -3.35655, -2.64740)  0.093
H (-4.87117, -3.58682, -2.58513)  0.071
C (1.21869, 0.87467, -4.41512)  -0.366
O (1.06946, 0.67064, -5.59298)  0.001
N (1.67528, 1.98719, -3.82719)  -0.190
C (1.99997, 2.07805, -2.44478)  -0.055
C (1.93748, 3.16920, -4.57667)  -0.060
H (1.02505, 0.05947, -3.69088)  0.105
H (3.07550, 2.32922, -2.34063)  0.097
H (1.81785, 1.07404, -1.96657)  0.082
H (1.40417, 2.80098, -1.90235)  0.069
H (2.99655, 3.51222, -4.60726)  0.099
H (1.52790, 3.00883, -5.57783)  0.086
H (1.41796, 4.02287, -4.06461)  0.087
C (-0.43028, -0.77185, -0.76408)  -0.303
O (0.32470, -0.69593, -1.75623)  -0.063
N (-0.06600, -0.49131, 0.50072)  -0.162
C (-1.04107, -0.46483, 1.57363)  -0.058
C (1.25812, -0.08721, 0.85541)  -0.056
H (-1.44830, -1.21684, -0.80223)  0.131
H (-0.57460, -0.93299, 2.45190)  0.092
H (-1.91280, -1.06640, 1.30326)  0.075
H (-1.32614, 0.56585, 1.80986)  0.053
H (1.24429, 0.91538, 1.26267)  0.060
H (1.67632, -0.75493, 1.58721)  0.069
H (1.99637, -0.21418, 0.01806)  0.088
C (5.79191, -3.90279, 4.24520)  -0.317
O (6.40557, -3.89650, 3.17409)  -0.015
N (4.68385, -3.16810, 4.60536)  -0.180
C (3.95699, -3.59921, 5.80236)  -0.052
C (4.02248, -2.26323, 3.66234)  -0.039
H (6.08357, -4.57063, 5.04316)  0.122
H (3.22580, -2.91696, 6.16157)  0.080
H (4.66026, -3.73847, 6.60779)  0.080
H (3.48287, -4.53887, 5.66256)  0.077
H (4.76299, -1.99429, 2.87260)  0.088
H (3.10846, -2.68658, 3.23270)  0.070
H (3.69830, -1.39822, 4.21674)  0.075
C (-2.03401, -2.97633, -4.72833)  -0.356
O (-2.33812, -3.04461, -3.55074)  -0.024
N (-1.81786, -1.84349, -5.38220)  -0.162
C (-1.22564, -1.73346, -6.72556)  -0.023
C (-1.98734, -0.63107, -4.61797)  -0.049
H (-1.90023, -3.92273, -5.28584)  0.142
H (-1.90338, -1.15925, -7.36021)  0.088
H (-1.01001, -2.68667, -7.23014)  0.094
H (-0.34426, -1.11355, -6.58609)  0.065
H (-1.34043, 0.14730, -4.99267)  0.071
H (-3.01535, -0.35519, -4.57203)  0.094
H (-1.57052, -0.79863, -3.63375)  0.063

Forces on atoms 1 to 3 (eV/Å):
-0.7 0.1 1.0
-0.1 1.2 -2.0
0.1 -0.4 -0.1